1.
C43H65BrMnO2PSe | ωB97M-V with the def2-TZVPD basis set

```
114
C43H65BrMnO2PSe, DFT ωB97M-V with the def2-TZVPD basis set
Br 6.93439 1.73503 0.21197
Se -2.09933 -1.08371 -0.04394
Mn 0.08669 1.69847 0.08957
P -1.54494 3.52042 -0.25521
O -0.19669 0.74786 -1.66447
O -0.26052 0.67262 1.78433
C -1.10904 -2.87323 1.94108
C -1.89056 5.68823 -2.12040
C -2.76787 5.68091 1.24103
C 1.17441 0.29406 -4.14979
C -0.42127 -4.71992 3.58983
C -0.07522 -3.18446 -3.02487
C -0.83407 -2.83366 -1.92109
C -1.21324 -5.65211 2.67501
C -0.71613 -5.60658 -2.67556
C 2.29042 0.99534 -3.36693
C 0.19138 -2.27219 3.82396
C 4.43247 3.10122 0.18424
C 2.21432 2.04239 0.11901
C -1.28201 4.30275 -1.90826
C 5.03155 1.85578 0.17033
C 0.51381 -0.81017 -3.30980
C -0.19433 -0.47777 -2.11664
C -3.19857 2.72168 -0.30833
C 0.55840 -2.13931 -3.70375
C 0.24849 -0.94061 3.44063
C 1.78996 -0.24484 -5.44475
C -0.94307 4.33513 2.32712
C -1.49068 4.87581 0.99875
C 2.11160 0.76746 3.58227
C -0.36286 -4.75089 -4.97766
C 1.57548 -5.01865 -3.42822
C -0.45757 -3.27364 3.09607
C 2.88859 0.80988 0.11247
C 3.03840 3.16787 0.15702
C -4.35019 3.46280 -0.98467
C 1.47336 -0.46915 5.62721
C -1.01761 -4.81935 5.00145
C 0.21448 4.33469 -2.23811
C -1.07283 -1.54914 1.50621
C 1.03392 -5.20753 3.63083
C -0.36358 -0.55526 2.21128
C -0.09950 1.19213 4.69291
C 0.10774 1.32792 -4.54812
C -0.90558 -1.51332 -1.47923
C 0.09468 -4.62252 -3.51696
C 0.93287 0.11536 4.31966
C -3.57954 2.21197 1.08770
C 4.27531 0.69487 0.13281
H 3.08268 0.29076 -3.10113
H -4.01205 3.01277 1.69422
H 2.87663 0.02479 3.33987
H -1.43775 6.42179 -1.44963
H 0.69983 3.36828 -2.10778
H -3.15979 6.14561 0.33977
H -5.22756 2.80924 -1.00864
H -0.73268 5.16331 3.00997
H -2.55884 6.47712 1.96209
H 1.91774 1.43320 -2.44513
H 1.63961 -4.58858 4.29607
H 0.68429 -2.55941 4.74465
H 2.57005 1.53017 4.22170
H 1.72854 -6.04278 -3.78493
H -0.44226 -4.23669 5.72489
H -1.14564 -6.67588 3.05206
H -1.67374 -3.58016 1.34692
H -1.02553 -5.86108 5.33961
H 2.19758 -4.35336 -4.03058
H 2.59137 -0.96182 -5.25036
H -0.48176 1.68093 3.79850
H 0.36252 1.94347 5.34221
H -3.55309 5.05663 1.67026
H 2.73187 1.78593 -3.98441
H -0.40753 -5.58765 -1.62741
H 1.92563 -4.95636 -2.39526
H -4.12116 3.73273 -2.01663
H 1.92002 0.33895 6.21238
H -2.26901 -5.37453 2.63447
H -1.40085 -3.57777 -1.37593
H 2.25124 -1.21674 5.45152
H -4.32457 1.41903 1.00099
H -0.33566 1.78137 -3.66193
H -0.82139 -5.64267 1.65549
H 4.75652 -0.27462 0.12221
H -1.78575 -5.38688 -2.71758
H -1.40277 -4.43292 -5.08399
H 2.31961 -0.11824 0.08514
H -2.04396 -4.44421 5.01130
H 1.12611 -2.38947 -4.59093
H 0.68602 -0.92675 6.23283
H -2.72726 1.78592 1.62278
H 1.48042 -5.15987 2.63508
H 1.08710 -6.24178 3.98626
H 0.24439 -4.13617 -5.64575
H 0.73683 5.05143 -1.59597
H -0.94171 0.74602 5.23000
H -2.96899 5.71311 -1.97296
H -1.66807 3.67768 2.81251
H 2.59583 4.16355 0.16608
H 0.36188 4.65090 -3.27450
H 1.04621 -0.72496 -6.08653
H -4.63188 4.36896 -0.44613
H -0.68773 0.85365 -5.13067
H 5.03674 3.99918 0.21532
H -1.68671 6.02059 -3.14226
H -1.75902 3.59632 -2.59724
H -0.02570 3.76104 2.20101
H -2.96544 1.83483 -0.91046
H -0.73119 5.55047 0.58547
H 2.22366 0.59095 -6.00009
H -0.56375 -6.62192 -3.05197
H -0.28241 -5.78976 -5.31448
H 1.79368 1.23447 2.65220
H 0.56262 2.11325 -5.16259
```

* <S²>: 8.76
* molar mass: 858.77 g mol⁻¹
* spin multiplicity: 6
* total charge: -1
* Kohn-Sham gap (spin up / spin down): 6.68 / 7.06 eV
* energy: -225743.751 eV

Results of the Löwdin charge analysis, in e, for atoms 1 through 99: 0.654, 1.113, 0.711, 1.048, -0.259, -0.257, -0.082, -0.119, -0.111, -0.525, -0.563, -0.189, -0.078, -0.074, -0.075, -0.039, 0.007, -0.160, -0.223, -0.530, -0.711, -0.081, -0.380, -0.538, 0.006, -0.083, -0.080, -0.123, -0.522, -0.037, -0.057, -0.053, -0.190, -0.159, -0.149, -0.108, -0.082, -0.057, -0.123, -0.411, -0.054, -0.379, -0.046, -0.047, -0.414, -0.563, -0.528, -0.124, -0.147, 0.091, 0.064, 0.091, 0.071, 0.036, 0.055, 0.079, 0.079, 0.077, 0.043, 0.075, 0.089, 0.084, 0.078, 0.074, 0.079, 0.081, 0.077, 0.076, 0.081, 0.054, 0.080, 0.060, 0.085, 0.080, 0.089, 0.063, 0.079, 0.086, 0.083, 0.082, 0.077, 0.054, 0.079, 0.093, 0.086, 0.087, 0.100, 0.087, 0.088, 0.081, 0.054, 0.089, 0.078, 0.073, 0.075, 0.087, 0.054, 0.070, 0.073

***

2.
C43H65N4O2P3SiW | ωB97M-V with the def2-TZVPD basis set

```
119
C43H65N4O2P3SiW, DFT ωB97M-V with the def2-TZVPD basis set
W 0.66276 -0.42704 -0.62542
P -0.99961 0.24013 2.91350
P -0.27376 -2.60920 -1.50179
P 1.39764 2.20221 -0.31016
Si -1.85834 -0.16000 -0.05663
O 3.91115 -1.52403 -0.23432
O 0.08234 0.18853 -3.97515
N 0.17504 3.26005 -1.30639
N -1.29512 3.78880 -2.78374
N 2.71543 -1.16134 -1.03066
N 0.83407 -0.07174 -2.86190
C -4.52809 -1.90898 3.40830
C 4.30064 2.00852 -0.48674
C 3.08215 -0.90107 -2.30817
C -1.07337 4.94508 -2.03584
C -4.95317 -2.05868 2.07851
C -1.89868 -2.09975 -2.21229
C 0.39187 -0.97932 2.42750
C -1.45393 1.77432 1.97902
C -2.98362 3.78186 0.65028
C 1.59116 3.31078 1.23872
C 0.56561 -3.64655 -2.88639
C -2.31189 4.06544 1.83952
C -4.34556 -1.16906 -3.23513
C -0.55738 2.78421 -2.35065
C 2.03235 2.60177 2.54462
C -2.50215 -0.79279 2.67030
C 1.93328 -4.20671 -2.43444
C 3.00402 2.40045 -1.26817
C -2.31735 1.46715 5.12225
C -0.17455 4.60482 -1.11197
C 1.88508 -0.60275 2.67934
C -3.72197 -0.50140 -2.17164
C -2.02919 1.54183 0.71352
C -3.76473 -2.30334 -3.75254
C 0.57878 -4.44490 0.54663
C -1.57022 3.07311 2.49847
C -0.61247 -4.13968 -0.37604
C 3.16344 3.73652 -2.03002
C -2.77476 2.51325 0.07121
C -1.98007 -4.12380 0.37304
C -3.30611 -1.33841 3.70950
C 4.47610 -1.08589 -2.79053
C -4.10551 -1.61306 1.06073
C 0.14495 -2.35961 3.10730
C -2.53497 -0.97052 -1.62229
C 2.55808 0.06648 -4.64166
C -0.35739 -0.05342 5.69797
C 0.55164 -3.01970 -4.29074
C -2.54896 -2.77840 -3.25054
C -0.95627 0.90616 4.65483
C 2.48933 4.53576 1.02976
C 2.13118 -0.34601 -3.22849
C -2.91473 -0.95715 1.34549
H 2.45823 -1.51752 2.47849
H 3.72305 4.46180 -1.46283
H -3.26455 2.22143 -0.85577
H 1.22449 -3.59484 0.74887
H -1.96426 -3.47229 1.24514
H -2.98412 1.79635 4.32605
H 0.68183 -0.29933 5.45223
H 1.80229 -5.17934 -1.93187
H 2.99117 2.12166 2.44234
H -0.23383 1.71520 4.57936
H 0.25894 5.26453 -0.33178
H -0.79768 -2.84544 2.86723
H 2.25162 0.13493 1.97050
H 2.89773 -0.78536 -5.23054
H 0.17105 -4.81276 1.49488
H -2.77442 -3.79811 -0.28539
H -5.91342 -2.51584 1.80602
H 0.55715 3.63080 1.40243
H 4.27295 0.97357 -0.15068
H 5.21379 -0.49030 -2.27286
H -0.92185 -0.97812 5.81952
H -2.12375 2.32526 5.77346
H 1.20950 -5.23272 0.13514
H 4.50552 2.66502 0.35791
H -2.84672 0.71102 5.69756
H -1.90616 3.78808 -3.62282
H 4.79325 -2.13386 -2.81727
H 3.71373 3.55151 -2.94928
H 2.11658 -0.25854 3.70389
H 2.22483 4.19802 -2.33125
H -5.31358 -0.80503 -3.58069
H 0.35999 -1.06827 1.26737
H 2.37807 5.20967 1.87196
H -4.22389 -2.82814 -4.58118
H -1.60947 5.87049 -2.20253
H -0.32907 0.45832 6.65816
H 0.27768 -1.96337 -4.30279
H -0.09185 -4.52693 -2.96533
H 2.60420 -4.35080 -3.28194
H 1.31900 1.85352 2.92471
H 0.95322 -3.05021 2.85095
H 2.39959 -3.55075 -1.71148
H -2.40128 5.05350 2.30341
H -0.16860 -3.52803 -4.91168
H 1.51874 -3.12898 -4.77783
H 1.66736 0.50579 -5.11463
H -5.10191 -2.31474 4.24374
H 2.25620 5.07291 0.10863
H 4.20105 -2.34896 -0.66763
H -0.70345 -4.99487 -1.05698
H 4.48860 -0.76400 -3.83282
H 2.16637 3.36059 3.30454
H -0.47727 1.83447 -2.85399
H 3.36985 0.79172 -4.60539
H 0.23399 -2.23198 4.18752
H 2.83969 1.63928 -2.05377
H -3.63571 4.51805 0.17550
H -4.17956 0.37401 -1.69835
H -2.11833 -3.69529 -3.65961
H -4.39106 -1.76443 0.01211
H 3.54329 4.28050 0.98904
H -2.20663 -5.13373 0.71504
H -1.08418 3.33357 3.43800
H -2.94489 -1.29936 4.74430
H 5.11270 2.10369 -1.18492
```

* <S²>: 2.05
* molar mass: 974.87 g mol⁻¹
* spin multiplicity: 3
* total charge: +2
* Kohn-Sham gap (spin up / spin down): 7.04 / 6.19 eV
* energy: -93252.408 eV

Results of the Löwdin charge analysis, in e, for atoms 1 through 99: 0.822, 1.181, 1.010, 1.102, 0.612, -0.077, -0.230, -0.112, 0.118, -0.140, -0.204, -0.055, -0.063, -0.323, -0.035, -0.027, -0.359, -0.431, -0.305, -0.046, -0.486, -0.473, -0.061, -0.057, -0.089, -0.094, -0.304, -0.095, -0.502, -0.081, -0.093, -0.109, -0.111, -0.327, -0.053, -0.118, -0.104, -0.462, -0.090, -0.099, -0.081, -0.065, -0.001, -0.087, -0.074, -0.332, -0.028, -0.086, -0.097, -0.056, -0.459, -0.101, -0.319, -0.267, 0.089, 0.070, 0.092, 0.044, 0.045, 0.078, 0.068, 0.077, 0.073, 0.088, 0.137, 0.065, 0.023, 0.089, 0.079, 0.061, 0.124, 0.060, 0.056, 0.094, 0.076, 0.100, 0.070, 0.063, 0.078, 0.203, 0.106, 0.087, 0.089, 0.059, 0.117, -0.018, 0.093, 0.116, 0.141, 0.095, 0.042, 0.090, 0.083, 0.032, 0.075, 0.031, 0.121, 0.071, 0.076